1.
C44H37CeN15OS2 | ωB97M-V with the def2-TZVPD basis set

The geometry in ORCA input format:
```
! RIJCOSX wB97M-V def2-TZVPD def2/J DEFGRID3
* xyz 2 1
Ce 0.437 -0.907 1.053
S 4.480 -1.319 4.199
S -1.553 0.018 5.882
O -1.720 -1.165 0.888
N 2.194 -1.447 2.972
N 0.223 -0.034 -0.919
N 2.826 -3.684 -3.088
N -2.687 -0.085 3.481
N 2.882 0.071 0.080
N 4.016 -2.015 1.626
N -0.955 -5.260 1.266
N -3.148 2.611 -0.954
N 4.409 0.087 -1.568
N -4.358 2.422 -3.012
N 4.579 1.120 -0.755
N -0.149 -3.227 1.656
N 1.986 -2.462 -0.743
N -0.118 1.500 1.274
N -0.312 -0.575 3.620
C 0.857 0.736 -3.184
C 0.263 -0.183 -2.292
C 0.865 2.047 2.023
C 2.893 -1.863 -1.591
C -1.153 -3.957 1.064
C 1.231 2.070 -2.631
C 0.965 0.407 -4.538
C -0.334 4.054 2.313
C 1.761 4.710 -1.879
C 2.778 3.922 -2.420
C 0.500 4.202 -1.684
C -0.053 -1.469 -2.831
C -1.239 2.190 1.127
C -1.487 -0.189 4.138
C 3.073 -0.920 5.111
C -3.666 -1.489 -0.454
C 2.017 -4.248 -2.251
C 3.505 -1.553 2.794
C -3.672 3.862 -0.838
C 2.516 2.601 -2.838
C 0.217 -1.886 -4.171
C 0.173 -0.347 5.888
C 0.685 -0.902 -5.046
C -4.345 -3.795 -0.932
C 3.334 -2.554 -2.778
C 0.797 3.284 2.669
C -2.447 4.504 1.316
C -4.527 -2.433 -1.017
C 0.175 -5.414 2.007
C -1.328 3.562 1.481
C -4.973 3.595 -2.768
C 0.609 -0.659 4.656
C -3.384 4.657 0.407
C -3.492 2.023 -2.096
C 3.664 1.077 0.210
C -2.561 -1.996 0.270
C -2.368 -3.365 0.384
C 1.597 -3.676 -1.013
C 0.285 2.806 -2.021
C 1.991 -0.998 4.286
C -3.214 -4.254 -0.299
C 0.640 -4.178 2.265
C 3.418 -0.568 -1.040
C -4.619 4.408 -1.684
H -5.636 3.967 -3.509
H 3.348 -2.216 0.909
H 1.439 1.185 -5.230
H -2.499 5.201 2.069
H 3.153 1.903 -3.285
H -5.035 5.424 -1.546
H 1.515 -3.866 2.843
H -0.729 2.170 -1.781
H 0.988 -4.161 -0.334
H -4.937 -4.614 -1.364
H -3.106 -5.306 -0.151
H -1.547 -6.026 1.028
H 4.097 -2.031 -3.349
H -5.396 -2.076 -1.491
H 5.208 1.909 -1.061
H 1.613 -5.223 -2.535
H 0.131 0.919 -0.775
H -4.069 5.454 0.513
H -0.034 -2.919 -4.465
H 0.561 -6.336 2.360
H 1.597 3.706 3.289
H 1.854 5.814 -1.739
H 3.731 4.427 -2.551
H 3.627 1.950 0.921
H -0.482 -2.359 -2.246
H -2.115 1.758 0.675
H -0.357 5.074 2.693
H 4.949 -1.751 1.430
H -3.463 0.268 4.045
H 0.981 -1.015 -6.052
H -2.973 1.136 -2.329
H -3.885 -0.453 -0.542
H 0.828 -0.288 6.716
H -0.271 4.657 -1.195
H -2.726 -0.559 2.573
H 2.942 -0.606 6.119
H 1.720 1.418 2.274
*
```

Properties
Relative energy (zero: lowest compared OMol25 entry of this formula, charge and spin)   0.00 kcal/mol
Gap between HOMO and LUMO (spin up / spin down)   0.22702 / 0.22711 Eh
Energy   -3866.601632 Eh


2.
C44H38BCrF3O5 | ωB97M-V with the def2-TZVPD basis set

The geometry in ORCA input format:
```
! RIJCOSX wB97M-V def2-TZVPD def2/J DEFGRID3
* xyz 3 4
Cr -5.849 6.114 -2.712
F -3.068 -2.234 -2.981
F -3.421 -0.438 -4.187
F -5.051 -1.314 -3.012
O -4.589 3.509 -3.699
O -0.736 1.974 1.970
O -8.435 4.579 -3.245
O -2.933 2.009 2.780
O -5.810 4.327 -0.253
C -5.952 5.878 3.743
C -0.214 2.648 4.236
C -4.995 4.549 -3.409
C -0.706 1.525 3.350
C -1.957 0.009 -1.608
C -2.556 1.363 0.294
C -4.293 0.459 -1.079
C -6.746 8.086 -2.752
C -0.002 4.333 0.076
C -1.421 4.486 -0.056
C -4.084 7.271 -3.044
C -1.959 4.479 -1.366
C -5.043 6.308 2.758
C -4.893 7.407 -4.179
C 0.272 0.355 3.404
C -3.318 -0.159 -1.848
C -3.906 1.254 -0.001
C -3.811 7.153 -0.574
C -3.721 -1.045 -3.009
C -1.573 0.799 -0.547
C -4.591 7.544 -1.768
C -5.939 7.929 -1.634
C -3.363 6.698 0.467
C -3.232 5.260 3.954
C -3.645 6.032 2.846
C 0.816 4.452 -1.032
C -7.524 5.235 -3.102
C 0.724 6.799 3.168
C -2.250 1.123 3.642
C -2.790 6.395 1.730
C -5.495 5.120 4.820
C -5.868 5.065 -1.153
C 0.689 7.490 0.872
C -2.705 1.289 5.043
C -2.221 4.640 1.153
C -4.154 4.842 4.941
C -2.523 -0.340 3.154
C 1.405 7.160 2.017
C 0.264 4.640 -2.315
C -1.101 4.596 -2.482
C -0.691 6.726 3.161
C -6.242 7.805 -4.031
C -0.692 7.338 0.826
C -1.408 6.873 1.941
B -2.091 1.890 1.666
H -0.907 3.473 4.225
H 1.922 4.430 -0.900
H -1.684 4.212 2.134
H -2.662 2.322 5.347
H -1.232 6.647 4.128
H -1.237 7.580 -0.080
H -1.549 4.687 -3.476
H 1.206 7.846 -0.048
H -3.289 4.312 1.137
H 1.243 6.577 4.092
H -4.659 1.740 0.600
H -2.169 5.014 4.116
H -0.511 0.947 -0.341
H -5.351 0.305 -1.285
H -2.191 -0.521 2.127
H 0.011 -0.444 2.691
H -5.385 6.938 1.907
H -3.048 4.334 -1.515
H -6.346 8.084 -0.627
H -2.067 -1.077 3.814
H -1.216 -0.490 -2.216
H -4.493 7.180 -5.164
H -3.758 4.272 5.817
H 0.294 -0.062 4.424
H -7.790 8.394 -2.638
H -0.089 2.287 5.251
H -3.725 0.950 5.095
H 1.275 0.733 3.151
H 2.480 7.164 1.999
H 0.423 4.068 1.053
H -6.894 7.888 -4.915
H -3.597 -0.473 3.175
H -6.203 4.740 5.530
H -2.101 0.675 5.704
H 0.921 4.841 -3.145
H -6.985 6.148 3.625
H -3.063 6.923 -3.137
H 0.737 2.981 3.850
*
```

Properties
Expectation value of S²   3.804
Relative energy (zero: lowest compared OMol25 entry of this formula, charge and spin)   19.49 kcal/mol
Gap between HOMO and LUMO (spin up / spin down)   0.25958 / 0.10572 Eh
Energy   -3443.506422 Eh


3.
C44H38BrFN6O3RhS | ωB97M-V with the def2-TZVPD basis set

The geometry in ORCA input format:
```
! RIJCOSX wB97M-V def2-TZVPD def2/J DEFGRID3
* xyz 1 1
Rh -0.105 -0.472 0.635
Br -3.219 1.393 2.407
S -0.324 -4.884 0.272
F -6.159 -4.106 -0.356
O -0.994 3.718 0.539
O -0.298 1.676 1.265
O -2.298 -1.029 0.578
N -1.176 0.781 -1.075
N -5.337 1.332 -0.803
N -10.805 -2.286 -0.099
N -8.412 -2.391 -0.593
N 1.746 -0.257 0.430
N -0.455 -1.632 2.588
C -0.730 -2.912 2.268
C -4.527 -0.880 -0.160
C -3.018 2.327 -2.626
C 0.381 -2.940 -1.236
C -3.251 -0.341 0.304
C -1.264 0.671 -2.329
C 2.848 -2.000 1.669
C -5.569 -0.001 -0.536
C 2.825 -0.812 0.743
C 3.213 -4.355 2.005
C -10.620 -2.058 -1.569
C 2.861 -4.218 3.344
C -8.764 -3.647 0.063
C 0.079 -2.349 0.024
C -1.995 1.744 -0.358
C -3.150 1.137 0.476
C -2.200 1.440 -3.169
C 5.336 0.602 -1.698
C 2.510 -2.972 3.844
C -9.110 -2.248 -1.866
C -6.462 2.192 -1.063
C 2.493 -1.865 3.004
C 3.222 -3.245 1.173
C -1.528 -1.912 4.695
C -7.070 -1.920 -0.529
C 6.520 0.485 -0.982
C 5.302 -0.450 0.871
C 4.138 0.198 -1.130
C -7.281 1.971 -2.299
C -0.977 2.499 0.581
C -4.172 2.025 -0.246
C -6.405 3.178 -2.188
C -1.400 -3.747 3.162
C 4.116 -0.340 0.152
C -0.313 -3.288 0.930
C 0.203 -4.293 -1.244
C -3.016 2.583 -1.153
C -6.855 -0.557 -0.634
C -0.849 -1.149 3.763
C -5.981 -2.763 -0.338
C -10.302 -3.650 0.273
C -4.731 -2.251 -0.113
C -1.802 -3.238 4.382
C 6.499 -0.031 0.307
H -7.710 0.086 -0.788
H 3.510 -3.342 0.132
H -10.967 -1.053 -1.797
H -4.532 2.818 0.405
H -1.829 -1.477 5.637
H 3.207 0.291 -1.677
H 2.253 -2.862 4.891
H -8.250 -3.698 1.019
H -6.981 2.529 -0.168
H -0.599 -0.112 3.959
H 7.457 0.791 -1.429
H -1.610 -4.772 2.885
H -2.167 1.294 -4.242
H -10.165 -1.629 0.357
H 5.349 1.007 -2.702
H -10.577 -3.853 1.304
H 2.210 -0.889 3.381
H -2.333 -3.867 5.086
H -11.762 -2.122 0.204
H -11.238 -2.775 -2.101
H 0.376 -4.984 -2.056
H 3.486 -5.326 1.611
H -3.894 -2.903 0.115
H -8.960 -3.126 -2.504
H 5.287 -0.857 1.875
H 7.418 -0.113 0.874
H -3.649 2.931 -3.265
H -8.482 -4.526 -0.518
H -5.520 3.201 -2.801
H -10.802 -4.368 -0.371
H -8.723 -1.383 -2.395
H -8.355 2.094 -2.240
H 0.736 -2.387 -2.097
H -0.575 -0.025 -2.802
H -2.865 3.644 -0.944
H 2.879 -5.081 4.000
H -6.865 4.143 -2.024
H -6.948 1.184 -2.966
*
```

Properties
Gap between HOMO and LUMO (spin up / spin down)   0.20612 / 0.21320 Eh
Energy   -5436.042728 Eh